{"formula": "C8H11AlNPS", "method": "the ωB97M-V functional and the def2-TZVPD basis", "species": ["C", "C", "C", "C", "C", "Al", "P", "H", "H", "H", "H", "H", "H", "H", "H", "S", "C", "C", "N", "C", "H", "H", "H"], "coordinates": [[2.379, -0.691, 0.693], [2.209, -1.366, 1.934], [1.501, -2.575, 1.667], [1.390, -2.743, 0.261], [1.880, -1.550, -0.359], [0.048, 1.009, -1.502], [0.360, 3.345, -1.288], [2.805, 0.303, 0.540], [2.551, -1.012, 2.903], [1.207, -3.305, 2.418], [1.928, -1.329, -1.433], [0.977, -3.608, -0.255], [0.850, 3.861, -2.541], [1.336, 3.847, -0.342], [-0.779, 4.182, -1.003], [-2.973, -0.106, 1.338], [-3.636, -0.229, -0.309], [-2.779, 0.248, -1.246], [-1.548, 0.644, -0.666], [-1.509, 0.480, 0.711], [-4.636, -0.610, -0.496], [-2.881, 0.355, -2.319], [-0.679, 0.851, 1.295]], "atomic_forces_ev_per_a": [[-0.5, -0.3, -0.2], [-0.9, 0.1, -0.7], [0.9, 0.1, -0.2], [-0.2, 1.2, 0.0], [-0.3, -0.1, 0.5], [2.5, -2.4, -2.6], [0.0, 2.0, 1.0], [0.2, -0.4, 0.1], [-0.2, 0.0, -0.1], [0.1, 0.1, -0.2], [0.1, -0.2, 0.6], [0.0, 0.2, 0.1], [-0.3, -0.3, 0.8], [-0.5, 0.0, -0.6], [0.6, 0.2, -0.3], [0.1, -0.3, -1.8], [0.0, 0.4, 0.5], [1.5, 0.1, 1.8], [-2.2, -0.3, 3.8], [-1.5, 0.4, -3.0], [0.3, 0.1, 0.2], [-0.1, -0.2, 0.2], [0.2, -0.4, 0.1]], "molar_mass_g_mol": 211.21, "energy_ev": -36680.145, "orbital_gap_ev": [4.442, 4.443], "e_lumo_ev": [-1.077, -1.076]}



{"formula": "C8H11BO4PS", "method": "the ωB97M-V functional and the def2-TZVPD basis", "species": ["S", "P", "C", "C", "O", "B", "O", "H", "H", "H", "H", "H", "H", "H", "C", "C", "C", "O", "C", "C", "C", "O", "H", "H", "H", "H"], "coordinates": [[-0.877, -1.382, 2.477], [0.113, 0.210, 3.094], [1.399, 0.925, 1.998], [0.769, 1.798, 0.863], [1.381, 3.039, 0.974], [1.750, 3.173, 2.411], [2.208, 1.759, 2.744], [0.803, 0.030, 4.302], [-0.727, 1.285, 3.414], [1.939, 0.061, 1.589], [0.957, 1.361, -0.123], [-0.326, 1.878, 0.988], [0.731, 3.434, 3.094], [2.644, 3.982, 2.596], [0.138, -1.260, -3.094], [-0.872, -1.499, -3.925], [-2.152, -2.064, -3.430], [-3.069, -2.297, -4.193], [-2.267, -2.320, -1.976], [-1.263, -2.079, -1.135], [0.038, -1.556, -1.637], [0.988, -1.378, -0.912], [1.085, -0.852, -3.424], [-0.819, -1.302, -4.988], [-3.221, -2.706, -1.641], [-1.350, -2.238, -0.066]], "atomic_forces_ev_per_a": [[0.0, 0.1, 0.1], [-0.1, -0.1, -0.1], [0.0, -0.1, -0.2], [-0.1, 0.0, -0.1], [0.1, 0.0, 0.0], [-0.1, 0.1, 0.1], [0.0, 0.0, 0.1], [0.0, -0.1, 0.0], [0.0, 0.1, 0.1], [0.0, 0.0, 0.0], [0.0, 0.0, 0.0], [0.0, -0.1, 0.0], [0.1, 0.0, -0.1], [0.0, -0.1, 0.0], [0.0, 0.0, 0.0], [0.0, 0.0, 0.0], [0.0, 0.0, 0.0], [0.0, 0.0, 0.0], [0.0, 0.0, 0.0], [0.0, 0.0, 0.0], [-0.1, 0.1, 0.0], [0.0, -0.1, 0.0], [0.0, 0.0, 0.0], [0.0, 0.0, 0.0], [0.0, 0.0, 0.0], [0.1, 0.1, 0.0]], "molar_mass_g_mol": 245.03, "energy_ev": -37466.202, "orbital_gap_ev": 5.256, "e_lumo_ev": 0.754, "charge": -1}



{"formula": "C8H11BrF4NO2", "method": "the ωB97M-V functional and the def2-TZVPD basis", "species": ["O", "C", "Br", "C", "C", "O", "C", "C", "N", "C", "C", "F", "F", "C", "F", "F", "H", "H", "H", "H", "H", "H", "H", "H", "H", "H", "H"], "coordinates": [[-3.275, -1.001, 0.767], [-2.368, -0.549, 1.408], [-1.769, -1.449, 3.050], [-1.572, 0.685, 1.068], [-1.066, 0.690, -0.374], [-0.659, 1.998, -0.730], [0.403, 2.490, 0.068], [1.586, 1.534, 0.257], [1.199, 0.075, 0.336], [0.136, -0.203, -0.669], [-0.138, -1.692, -0.805], [-1.218, -1.844, -1.614], [-0.419, -2.228, 0.416], [1.044, -2.477, -1.424], [1.892, -2.826, -0.426], [1.721, -1.660, -2.263], [-0.808, 0.818, 1.822], [-2.243, 1.533, 1.161], [-1.880, 0.423, -1.032], [0.791, 3.354, -0.454], [0.025, 2.854, 1.017], [2.307, 1.626, -0.544], [2.100, 1.780, 1.177], [0.943, -0.233, 1.276], [2.024, -0.475, 0.084], [0.535, 0.138, -1.615], [0.709, -3.360, -1.957]], "atomic_forces_ev_per_a": [[1.5, 0.9, 0.9], [-1.5, -1.3, -0.6], [-0.2, 0.3, -0.2], [-0.1, -0.3, 0.1], [0.2, 0.4, 0.4], [0.3, 0.0, -0.1], [-0.2, 0.1, -0.1], [0.0, 0.2, 0.4], [0.5, -0.1, -0.5], [-0.5, -0.1, 0.0], [-0.3, -0.3, 0.0], [0.5, 0.0, 0.3], [0.1, 0.1, -0.5], [-0.1, -0.2, 0.3], [0.1, 0.2, 0.0], [0.0, 0.1, -0.1], [0.2, 0.1, 0.1], [-0.2, 0.2, 0.0], [-0.2, -0.1, -0.2], [0.1, 0.2, -0.1], [-0.1, -0.1, 0.3], [0.0, -0.2, -0.3], [0.1, 0.0, 0.2], [-0.3, 0.1, 0.1], [0.1, -0.1, 0.1], [0.0, 0.1, -0.2], [-0.1, -0.2, -0.1]], "molar_mass_g_mol": 309.08, "energy_ev": -94964.815, "orbital_gap_ev": 10.505, "e_lumo_ev": -3.333, "charge": 1}



{"formula": "C8H11BrN", "method": "the ωB97M-V functional and the def2-TZVPD basis", "species": ["C", "C", "C", "C", "C", "C", "C", "C", "N", "Br", "H", "H", "H", "H", "H", "H", "H", "H", "H", "H", "H"], "coordinates": [[2.862, 1.792, 0.297], [1.792, 2.145, 1.113], [2.581, 1.072, -0.861], [0.513, 1.780, 0.781], [1.290, 0.731, -1.168], [-2.383, -2.584, 0.788], [-1.628, -2.590, -0.438], [-1.001, 0.695, -0.709], [0.240, 1.072, -0.356], [-2.514, 1.019, 0.327], [3.870, 2.070, 0.551], [1.950, 2.712, 2.016], [3.368, 0.772, -1.532], [-0.330, 2.051, 1.396], [1.047, 0.181, -2.063], [-2.693, -3.620, 1.008], [-3.321, -2.033, 0.697], [-1.802, -2.252, 1.647], [-0.553, -2.652, -0.428], [-2.126, -2.615, -1.391], [-1.164, 0.254, -1.674]], "atomic_forces_ev_per_a": [[-0.4, 0.0, 0.0], [0.1, -0.1, -0.2], [-0.2, 0.0, 0.0], [-0.1, 0.2, 0.4], [0.4, -0.1, -0.3], [-0.7, -0.5, 0.8], [0.7, 0.6, -0.9], [-1.9, -0.4, 0.1], [1.1, 0.4, 0.4], [0.7, 0.0, -0.4], [0.1, 0.0, 0.0], [-0.1, 0.0, 0.1], [0.0, 0.0, -0.1], [-0.1, -0.1, -0.1], [-0.1, 0.0, 0.0], [0.0, 0.1, 0.2], [0.0, 0.1, 0.1], [-0.1, 0.1, 0.1], [0.2, -0.1, 0.0], [0.0, -0.1, -0.2], [0.1, -0.1, -0.1]], "molar_mass_g_mol": 201.09, "energy_ev": -79996.829, "orbital_gap_ev": [5.195, 8.081], "e_lumo_ev": [-5.761, -4.271], "charge": 1}



{"formula": "C8H11CaCl2P", "method": "the ωB97M-V functional and the def2-TZVPD basis", "species": ["C", "C", "C", "C", "C", "C", "C", "P", "Cl", "Cl", "C", "H", "H", "H", "H", "H", "H", "H", "H", "H", "H", "H", "Ca"], "coordinates": [[-2.960, -0.886, -0.218], [-1.531, -0.666, -0.599], [-1.149, -0.488, -1.939], [0.184, -0.213, -2.253], [1.152, -0.091, -1.264], [0.819, -0.277, 0.097], [1.794, -0.025, 1.162], [1.460, 1.762, 1.911], [3.247, 1.679, 2.835], [1.023, 3.679, 2.682], [-0.523, -0.600, 0.381], [-3.055, -1.696, 0.505], [-3.352, 0.017, 0.250], [-3.580, -1.111, -1.083], [-1.882, -0.539, -2.737], [0.469, -0.089, -3.301], [2.172, 0.160, -1.537], [1.685, -0.746, 1.973], [2.815, -0.063, 0.790], [0.316, 1.274, 2.542], [1.257, 2.272, 0.625], [-0.808, -0.760, 1.415], [0.446, -2.591, -2.239]], "atomic_forces_ev_per_a": [[0.0, -0.1, 0.0], [0.4, -0.1, 0.0], [-0.1, -0.3, -0.2], [0.0, 0.9, -0.5], [0.3, -0.2, -0.1], [-0.3, -0.2, -0.2], [0.0, -0.3, -0.1], [-0.1, 0.2, 0.2], [0.1, 0.0, 0.0], [0.0, 0.0, 0.0], [-0.1, 0.0, -0.1], [0.0, 0.0, 0.1], [0.0, 0.0, 0.0], [0.0, 0.0, 0.0], [-0.1, 0.1, 0.1], [-0.1, 0.3, 0.1], [0.0, 0.1, 0.0], [0.0, 0.1, 0.1], [0.0, 0.0, 0.0], [-0.1, -0.1, 0.0], [0.1, 0.0, -0.1], [0.0, 0.0, 0.0], [-0.1, -0.3, 0.7]], "molar_mass_g_mol": 249.13, "energy_ev": -61230.494, "orbital_gap_ev": 5.874, "e_lumo_ev": -9.433, "charge": 2}



{"formula": "C8H11Cl6N3", "method": "the ωB97M-V functional and the def2-TZVPD basis", "species": ["Cl", "C", "Cl", "Cl", "H", "Cl", "C", "Cl", "Cl", "H", "C", "C", "N", "H", "H", "H", "C", "C", "N", "H", "H", "H", "C", "C", "N", "H", "H", "H"], "coordinates": [[-2.958, 0.638, 0.213], [-1.458, 1.574, 0.165], [-0.455, 1.231, 1.611], [-1.620, 3.293, -0.220], [-0.924, 1.146, -0.683], [0.780, -1.240, -0.371], [0.975, -2.646, 0.752], [0.891, -4.134, -0.200], [-0.345, -2.513, 1.898], [1.887, -2.727, 1.344], [1.195, 2.511, -2.037], [1.785, 3.653, -1.304], [2.279, 4.563, -0.740], [0.765, 1.825, -1.307], [1.982, 1.952, -2.543], [0.336, 2.793, -2.645], [0.687, 0.366, 4.448], [-0.718, -0.068, 4.429], [-1.830, -0.406, 4.328], [1.198, 0.148, 3.510], [1.166, -0.247, 5.211], [0.491, 1.386, 4.779], [-1.136, -2.651, -3.500], [-0.854, -1.254, -3.323], [-0.619, -0.126, -3.184], [-0.205, -3.213, -3.430], [-1.446, -2.975, -4.493], [-1.849, -2.880, -2.707]], "atomic_forces_ev_per_a": [[0.0, 0.5, 0.2], [0.6, -0.8, -0.6], [-0.5, 0.7, -0.6], [-0.3, -0.4, 0.5], [0.0, 0.1, 0.3], [0.9, -0.7, 0.4], [-0.7, 0.2, -0.3], [0.0, -0.1, 0.0], [-0.1, -0.2, 0.3], [0.1, 0.7, -0.5], [0.0, 0.0, 0.9], [1.2, 2.4, 1.2], [-1.5, -2.8, -1.7], [0.3, 0.0, 0.1], [-0.2, 0.2, -0.3], [0.5, 0.2, -0.3], [-1.4, -0.8, 0.9], [-2.1, -1.5, -1.0], [2.1, 0.7, 0.5], [-0.2, 0.6, 0.0], [0.2, 0.4, 0.2], [1.4, 0.4, -0.3], [0.4, -0.7, 0.0], [0.5, 2.3, -0.5], [-0.3, -1.5, 0.0], [0.1, 0.0, 0.8], [-0.7, 0.7, 0.0], [0.0, -0.7, -0.2]], "molar_mass_g_mol": 361.91, "energy_ev": -88077.414, "orbital_gap_ev": 11.296, "e_lumo_ev": 0.255}



{"formula": "C8H11ClN", "method": "the ωB97M-V functional and the def2-TZVPD basis", "species": ["C", "C", "C", "C", "C", "C", "C", "C", "N", "Cl", "H", "H", "H", "H", "H", "H", "H", "H", "H", "H", "H"], "coordinates": [[2.161, -1.774, -0.312], [0.940, -2.279, -0.025], [2.541, -0.474, -0.066], [-0.127, -1.341, 0.097], [3.325, 0.400, 0.206], [-1.341, 1.538, 1.116], [-2.155, 0.612, -1.113], [-0.933, 1.066, -0.336], [0.044, -0.045, -0.054], [4.166, 1.434, 1.091], [2.870, -2.583, -0.613], [0.823, -3.234, 0.308], [0.872, 0.086, -0.017], [-1.124, -1.709, 0.289], [-2.013, 2.417, 1.124], [-0.538, 1.814, 1.694], [-1.837, 0.667, 1.539], [-1.873, 0.457, -2.085], [-2.733, 1.466, -1.161], [-2.717, -0.235, -0.768], [-0.351, 1.717, -0.914]], "atomic_forces_ev_per_a": [[4.6, 0.2, -1.2], [-4.4, 3.7, 1.0], [0.3, -4.1, -1.0], [-1.6, -2.0, 0.0], [1.3, 2.3, 0.9], [-1.8, 0.0, -2.3], [1.3, -0.3, 1.4], [-0.7, -2.0, 3.0], [-13.2, -2.9, -1.2], [0.4, 0.5, 0.0], [0.1, 1.4, 0.1], [-0.6, -2.7, 0.5], [13.0, 4.0, 0.1], [-0.1, 0.0, -0.1], [0.1, -0.6, -0.3], [2.1, 0.4, 1.3], [-0.2, 0.2, 0.3], [0.7, -0.8, -2.6], [-1.7, 1.6, 0.1], [-0.1, -0.2, 0.6], [0.6, 1.4, -0.6]], "molar_mass_g_mol": 156.64, "s2": 2.02, "energy_ev": -22473.014, "orbital_gap_ev": [8.426, 6.700], "e_lumo_ev": [-2.949, -7.595], "charge": 1, "multiplicity": 3}



{"formula": "C8H11F3N2O3S", "method": "the ωB97M-V functional and the def2-TZVPD basis", "species": ["N", "C", "C", "C", "C", "N", "S", "O", "O", "C", "F", "F", "F", "H", "H", "H", "C", "C", "C", "O", "H", "H", "H", "H", "H", "H", "H", "H"], "coordinates": [[-2.624, -0.790, 4.005], [-2.214, -0.542, 2.965], [-1.723, -0.451, 1.593], [-0.179, -0.613, 1.470], [0.504, 0.060, 2.566], [1.002, 0.625, 3.430], [0.160, -2.388, 1.384], [0.085, -2.740, -0.001], [-0.662, -3.089, 2.314], [1.929, -2.634, 1.902], [2.194, -3.910, 1.620], [2.734, -1.833, 1.203], [2.077, -2.413, 3.204], [-2.220, -1.199, 0.976], [-1.968, 0.543, 1.218], [0.128, -0.128, 0.540], [-0.364, 0.678, -3.026], [-0.091, 1.768, -2.001], [0.129, 3.120, -2.659], [1.037, 1.419, -1.193], [0.491, 0.568, -3.699], [-0.521, -0.284, -2.536], [-1.244, 0.911, -3.626], [-0.934, 1.836, -1.310], [0.998, 3.081, -3.322], [0.320, 3.886, -1.908], [-0.738, 3.418, -3.249], [1.805, 1.350, -1.772]], "atomic_forces_ev_per_a": [[0.0, 0.3, 0.2], [-0.1, -0.8, -0.2], [0.3, 0.4, 0.1], [-0.3, 0.6, 0.3], [0.0, 0.0, 0.0], [0.1, 0.0, 0.0], [-0.4, -0.6, -0.8], [0.3, 0.2, -0.1], [0.2, 0.2, 0.5], [0.1, -0.1, 0.1], [0.1, 0.4, 0.1], [-0.2, -0.2, 0.2], [0.1, -0.1, -0.5], [-0.1, 0.0, 0.0], [0.0, -0.1, -0.2], [0.3, -0.4, -0.2], [0.0, -0.1, 0.1], [0.2, 0.0, -0.3], [0.0, 0.1, 0.1], [-0.2, -0.1, 0.2], [0.0, 0.1, 0.0], [0.0, 0.0, 0.0], [0.0, 0.0, 0.0], [0.0, 0.0, 0.1], [0.0, 0.0, 0.0], [0.0, 0.0, 0.0], [0.0, 0.0, 0.0], [0.0, 0.0, 0.0]], "molar_mass_g_mol": 272.25, "energy_ev": -36582.820, "orbital_gap_ev": 11.330, "e_lumo_ev": 0.281}